No. 1
20
Properties=species:S:1:pos:R:3:nbo_charge:R:1 method="wB97M-V/def2-TZVPD" e_above_lowest_ev=1.697 smiles="CN(C(N)=[NH2+])c1cccs1" homo_lumo_gap_ev=9.004 lumo_ev=-3.142 charge=+1 spin_multiplicity=1 fmax_ev_per_a=6.940
C 0.583 0.942 2.974 -0.23
C -0.325 0.857 1.876 -0.24
C 1.737 0.211 2.807 -0.41
C 0.173 0.067 0.850 -0.06
C 0.274 -0.156 -1.840 0.73
C -1.811 -0.824 -0.510 -0.47
N 1.433 0.433 -1.839 -0.75
N -0.418 -0.479 -0.380 -0.44
N -0.405 -0.502 -2.909 -0.75
S 1.829 -0.477 1.263 0.43
H 0.177 1.537 3.785 0.25
H -1.276 1.221 1.731 0.23
H 2.421 0.244 3.631 0.27
H -1.955 -1.796 -0.951 0.21
H -2.391 -1.148 0.358 0.27
H -2.498 -0.120 -0.861 0.22
H 1.714 0.649 -0.883 0.45
H 1.600 0.943 -2.678 0.43
H 0.197 -0.355 -3.680 0.42
H -1.059 -1.246 -2.745 0.45

***

No. 2
11
Properties=species:S:1:pos:R:3:nbo_charge:R:1 method="wB97M-V/def2-TZVPD" e_above_lowest_ev=1.090 smiles="N#CCCC=O" homo_lumo_gap_ev=10.995 lumo_ev=0.723 charge=0 spin_multiplicity=1 fmax_ev_per_a=1.394
O 0.361 -1.561 1.099 -0.52
C 0.980 -0.589 0.739 0.44
C 0.245 0.721 0.462 -0.50
C -1.019 0.329 -0.331 -0.50
C -0.486 -0.669 -1.266 0.28
N 0.236 -1.272 -1.940 -0.33
H 2.066 -0.645 0.544 0.13
H 0.847 1.430 -0.115 0.23
H 0.008 1.175 1.427 0.24
H -1.429 1.144 -0.932 0.25
H -1.808 -0.064 0.313 0.26

***

No. 3
13
Properties=species:S:1:pos:R:3:nbo_charge:R:1 method="wB97M-V/def2-TZVPD" e_above_lowest_ev=4.919 homo_lumo_gap_ev="8.640 / 7.748" lumo_ev="-0.235 / -0.058" charge=0 spin_multiplicity=1 fmax_ev_per_a=1.237
N 2.102 -0.948 1.485 -0.22
C 1.294 -0.459 0.714 0.12
C 1.065 0.262 -0.613 -0.48
C -0.382 0.658 -0.260 -0.22
C -0.140 -0.607 1.219 -0.36
C -1.450 0.328 -1.047 -0.35
H 1.088 -0.451 -1.449 0.23
H 1.734 1.097 -0.853 0.24
H -0.467 1.571 0.340 0.22
H -0.415 -0.216 2.199 0.22
H -0.615 -1.563 0.983 0.21
H -1.389 -0.484 -1.775 0.19
H -2.424 0.812 -0.943 0.20

***

No. 4
85
Properties=species:S:1:pos:R:3:lowdin_charge:R:1 method="wB97M-V/def2-TZVPD" e_above_lowest_ev=1.813 homo_lumo_gap_ev="5.114 / 4.944" lumo_ev="-2.258 / -2.269" charge=0 spin_multiplicity=1 fmax_ev_per_a=3.375
Ir 0.442 1.499 0.553 0.79
O -2.937 1.062 7.267 0.08
N -2.433 0.331 6.415 -0.33
O -2.632 -0.888 6.383 0.07
C -1.649 0.926 5.416 -0.08
C -1.577 2.326 5.389 0.10
C -1.014 2.997 4.315 -0.12
C -0.930 4.415 4.228 0.02
C -0.384 4.977 3.110 -0.02
C 0.032 4.167 2.041 -0.07
N -0.062 2.839 2.079 -0.07
C -0.515 2.255 3.203 -0.13
C -0.438 0.832 3.298 -0.14
N 0.180 0.195 2.287 -0.02
C 0.385 -1.118 2.381 -0.09
C -0.034 -1.850 3.477 0.00
C -0.730 -1.230 4.495 0.04
C -0.966 0.155 4.426 -0.05
H -2.009 2.876 6.211 0.13
H -1.294 5.010 5.053 0.13
H -0.289 6.047 3.018 0.12
H 0.457 4.604 1.151 0.11
H 0.902 -1.583 1.558 0.08
H 0.183 -2.904 3.525 0.12
H -1.088 -1.790 5.341 0.11
F 7.133 1.185 3.393 0.12
C 6.136 1.471 2.552 -0.14
C 4.848 1.684 3.038 -0.15
F 4.597 1.597 4.347 0.11
C 3.824 1.997 2.163 -0.24
F 2.586 2.186 2.651 0.04
C 4.027 2.113 0.784 -0.54
S 2.753 2.609 -0.268 0.69
C 5.330 1.873 0.317 -0.24
F 5.581 1.948 -0.992 0.09
C 6.370 1.561 1.181 -0.14
F 7.598 1.345 0.700 0.12
C -0.455 2.821 -0.834 -0.29
H -1.235 3.400 -0.340 -0.01
H -0.902 2.281 -1.667 -0.04
H 0.282 3.516 -1.236 -0.03
C -3.400 0.309 -1.978 -0.02
C -3.234 -0.968 -1.162 -0.63
C -3.197 -0.672 0.340 -0.02
C -4.371 -1.941 -1.489 -0.02
O -2.014 -1.625 -1.495 -0.13
Si -0.640 -1.297 -2.251 -0.08
S 0.756 -0.178 -0.972 0.31
O 0.153 -2.645 -2.592 -0.13
C 0.451 -3.873 -1.939 -0.63
C 1.480 -4.581 -2.823 -0.02
C 1.048 -3.595 -0.561 -0.06
C -0.829 -4.706 -1.823 -0.02
O -0.872 -0.452 -3.589 -0.14
C -0.048 0.012 -4.658 -0.63
C 1.323 -0.656 -4.624 -0.04
C -0.783 -0.334 -5.955 -0.02
C 0.098 1.525 -4.497 -0.02
H -4.377 0.748 -1.796 0.09
H -3.301 0.075 -3.035 0.09
H -2.630 1.028 -1.708 0.06
H -4.114 -0.176 0.642 0.09
H -2.349 -0.027 0.578 0.06
H -3.097 -1.600 0.900 0.09
H -5.321 -1.496 -1.207 0.08
H -4.250 -2.875 -0.947 0.08
H -4.385 -2.155 -2.555 0.09
H 2.365 -3.960 -2.939 0.09
H 1.059 -4.773 -3.807 0.09
H 1.764 -5.527 -2.371 0.08
H 1.918 -2.948 -0.663 0.08
H 1.351 -4.528 -0.096 0.09
H 0.307 -3.103 0.063 0.06
H -1.139 -5.057 -2.806 0.09
H -1.621 -4.089 -1.408 0.07
H -0.663 -5.562 -1.174 0.09
H 1.218 -1.734 -4.717 0.08
H 1.814 -0.435 -3.679 0.06
H 1.938 -0.279 -5.437 0.09
H -0.880 -1.412 -6.051 0.09
H -0.234 0.049 -6.809 0.08
H -1.780 0.099 -5.953 0.08
H 0.609 1.745 -3.563 0.07
H -0.878 2.002 -4.486 0.09
H 0.678 1.925 -5.322 0.09

***

No. 5
42
Properties=species:S:1:pos:R:3:nbo_charge:R:1 method="wB97M-V/def2-TZVPD" e_above_lowest_ev=9.098 homo_lumo_gap_ev=8.033 lumo_ev=-0.433 charge=0 spin_multiplicity=1 fmax_ev_per_a=8.071
H 1.497 -0.386 0.056 0.49
H 0.435 0.802 0.451 0.48
H 0.632 0.251 3.111 0.49
H 2.146 -0.208 2.539 0.49
H -3.269 -0.390 1.993 0.46
H -4.807 -0.286 1.898 0.45
H 3.303 0.155 -1.029 0.47
H 4.406 -0.418 -0.424 0.47
H -0.149 0.364 -2.979 0.48
H 0.432 1.449 -2.108 0.47
H -0.411 -2.439 -0.535 0.47
H 0.595 -3.494 -0.885 0.46
H 0.794 4.092 0.594 0.46
H 0.377 4.975 -0.589 0.48
H -3.840 -3.044 0.849 0.46
H -3.372 -1.703 0.595 0.44
H -2.515 1.682 -1.642 0.49
H -3.363 2.971 -1.443 0.45
H 0.726 2.858 2.552 0.48
H 0.982 2.063 3.970 0.48
H 0.867 -2.110 -3.229 0.45
H -0.584 -2.277 -3.478 0.46
H 4.535 -3.465 0.878 0.46
H 4.661 -4.012 2.197 0.46
H -3.363 -0.497 -0.971 0.47
H -4.311 0.068 0.183 0.47
H 4.990 2.566 -0.438 0.48
H 3.563 2.071 -0.561 0.47
O 0.565 -0.100 -0.014 -0.98
O 1.250 0.250 2.358 -0.98
O -4.107 -0.717 2.336 -0.90
O 3.535 -0.707 -0.578 -0.94
O -0.347 1.256 -2.620 -0.95
O -0.231 -3.155 -1.146 -0.92
O 1.074 4.405 -0.231 -0.94
O -4.112 -2.090 0.935 -0.92
O -3.384 2.148 -1.806 -0.94
O 0.348 2.444 3.374 -0.95
O 0.034 -2.281 -2.763 -0.92
O 3.996 -3.923 1.488 -0.92
O -3.678 0.262 -0.533 -0.94
O 4.438 2.003 -0.994 -0.95

***

No. 6
90
Properties=species:S:1:pos:R:3:lowdin_charge:R:1 method="wB97M-V/def2-TZVPD" homo_lumo_gap_ev=7.810 lumo_ev=0.345 charge=0 spin_multiplicity=1 fmax_ev_per_a=4.636
C 4.411 -2.538 1.052 -0.01
C 3.168 -3.440 1.613 -0.43
C 2.235 -2.621 2.599 -0.13
C 1.281 -1.696 1.875 -0.20
C 0.460 -2.573 0.959 -0.14
C 1.337 -3.192 -0.177 -0.38
N 2.447 -4.103 0.517 -0.13
O 3.064 -5.086 -0.268 -0.02
C 0.332 -4.067 -0.964 -0.05
C 1.981 -2.123 -1.228 -0.02
C 3.817 -4.592 2.457 -0.06
H 4.492 -2.765 -0.011 0.06
H 5.343 -2.695 1.595 0.07
H 4.118 -1.499 1.205 0.05
H 1.598 -3.334 3.123 0.12
H 2.863 -1.889 3.106 0.12
H 1.911 -1.036 1.278 0.09
H 0.709 -1.126 2.608 0.11
H -0.155 -1.965 0.295 0.08
H -0.218 -3.227 1.508 0.13
H 0.242 -5.002 -0.410 0.08
H -0.618 -3.700 -1.353 0.08
H 0.838 -4.364 -1.882 0.07
H 2.702 -2.740 -1.765 0.07
H 1.313 -1.760 -2.009 0.06
H 2.380 -1.178 -0.860 0.06
H 4.443 -5.358 2.000 0.07
H 3.017 -5.199 2.880 0.07
H 4.482 -4.284 3.265 0.08
H 2.587 -5.888 -0.040 0.10
C 0.529 3.483 5.241 -0.06
C -0.243 3.667 3.985 -0.51
C -0.023 5.151 3.548 -0.14
C 1.358 5.344 2.821 -0.15
C 1.437 4.339 1.639 -0.15
C 1.268 2.836 1.993 -0.43
N 0.038 2.735 2.834 -0.11
O -0.292 1.442 3.100 -0.02
C 1.065 2.351 0.470 -0.04
C 2.443 2.197 2.697 -0.02
C -1.718 3.583 4.315 -0.05
H 1.615 3.571 5.204 0.06
H 0.419 2.466 5.617 0.09
H 0.244 4.219 5.993 0.09
H -0.777 5.546 2.868 0.11
H -0.151 5.836 4.386 0.11
H 2.090 5.178 3.612 0.09
H 1.531 6.372 2.503 0.10
H 2.416 4.548 1.206 0.11
H 0.853 4.579 0.751 0.10
H 1.978 2.482 -0.111 0.08
H 0.779 1.302 0.395 0.05
H 0.243 2.840 -0.052 0.07
H 3.341 2.365 2.103 0.08
H 2.660 2.743 3.615 0.07
H 2.412 1.124 2.887 0.07
H -2.011 4.241 5.133 0.09
H -2.064 2.606 4.650 0.08
H -2.169 3.869 3.364 0.09
H -1.068 1.273 2.561 0.05
C -1.727 3.131 -6.195 -0.23
S -1.541 3.436 -4.351 0.82
O -2.545 2.573 -3.630 -0.58
C 0.046 2.672 -4.058 -0.28
H -1.902 2.091 -6.473 0.05
H -0.769 3.428 -6.621 0.04
H -2.547 3.754 -6.552 0.04
H 0.329 2.552 -3.012 0.05
H 0.840 3.046 -4.704 0.05
H -0.104 1.673 -4.466 0.05
C -1.877 -0.431 -1.647 -0.21
S -2.833 -0.366 0.001 0.88
O -2.018 0.553 0.919 -0.59
C -4.230 0.650 -0.611 -0.25
H -2.573 -0.673 -2.450 0.04
H -1.002 -1.081 -1.627 0.01
H -1.428 0.535 -1.879 0.03
H -3.858 1.496 -1.190 0.05
H -4.715 0.951 0.318 0.04
H -4.890 0.010 -1.196 0.05
C -4.275 -4.527 -5.986 -0.21
C -5.351 -3.639 -5.647 -0.13
O -4.707 -2.688 -4.710 0.06
C -3.866 -3.524 -3.982 -0.46
O -3.253 -3.253 -2.936 0.11
O -3.591 -4.571 -4.802 0.08
H -3.732 -4.233 -6.884 0.14
H -4.798 -5.447 -6.246 0.14
H -6.088 -4.319 -5.220 0.14
H -5.778 -3.050 -6.458 0.14